Entry 1:
Entry from the Open Molecules 2025 dataset: the molecule C5H8N2 (ωB97M-V with the def2-TZVPD basis set).

```
15
Properties=species:S:1:pos:R:3:nbo_charge:R:1
N 2.099 -0.201 -0.598 -0.796
N 0.867 1.466 2.193 -0.328
C 0.877 0.676 1.345 0.260
C -1.669 -0.641 0.102 -0.421
C -1.430 0.710 -0.509 -0.418
C 0.918 -0.332 0.251 -0.148
C -0.364 -0.346 -0.575 -0.235
H -2.356 -1.333 -0.380 0.222
H -1.655 -0.687 1.187 0.218
H 0.988 -1.307 0.752 0.232
H 2.918 -0.465 -0.062 0.365
H -0.187 -0.797 -1.546 0.237
H 2.246 0.764 -0.889 0.365
H -1.288 1.559 0.157 0.229
H -1.963 0.934 -1.427 0.221
```

Properties
Relative energy (zero: lowest compared OMol25 entry of this formula, charge and spin): 30.1 kcal/mol
HOMO level: -10.3 eV
E_LUMO: 0.034 Eh
SMILES string: N#C[C@H](N)C1CC1
Total charge: 0
Kohn-Sham gap: 11.25 eV

---

Entry 2:
Entry from the Open Molecules 2025 dataset: a structure of composition C18H27N9 (ωB97M-V with the def2-TZVPD basis set).

```
54
Properties=species:S:1:pos:R:3:nbo_charge:R:1
N 0.471 2.105 -1.936 -0.342
N 3.627 -3.628 -0.951 -0.322
N -3.692 -2.000 -1.337 -0.383
N -0.511 4.980 -0.622 -0.327
N -2.119 -4.115 1.944 -0.334
N -1.492 -5.232 0.433 -0.286
N 2.056 0.998 -0.021 -0.542
N -1.800 -1.168 0.310 -0.530
N 1.676 3.033 2.161 -0.491
C 0.518 0.099 -0.219 -0.712
C -3.303 -0.935 -1.080 0.368
C 2.331 0.313 -2.128 -0.690
C -2.732 0.399 -0.845 -0.660
C -0.800 -0.619 0.116 0.410
C 3.411 2.686 1.447 -0.650
C 0.231 4.111 -0.395 0.291
C -0.837 2.160 1.911 -0.724
C -2.669 -3.144 1.567 0.241
C -3.514 -2.069 1.063 -0.772
C -1.420 -2.979 -0.867 -0.737
C 1.241 3.066 -0.112 -0.800
C -1.441 -4.219 -0.167 0.286
C 2.670 -3.058 -0.602 0.277
C 0.591 2.644 2.047 0.412
C 1.321 1.340 -1.986 0.346
C 2.682 1.702 0.611 0.491
C 1.466 -2.448 -0.157 -0.721
H 2.588 -0.002 -3.140 0.269
H 4.491 2.656 1.310 0.227
H 3.208 0.588 -1.543 0.276
H 1.925 -0.647 -1.810 0.233
H 0.825 0.633 0.681 0.283
H 0.747 2.113 0.080 0.301
H 1.492 -1.371 -0.325 0.195
H -3.741 -2.369 0.040 0.261
H -3.028 0.726 0.152 0.241
H -0.513 -2.397 -0.710 0.205
H -1.270 1.701 2.801 0.278
H -4.415 -2.016 1.674 0.232
H 3.199 2.508 2.502 0.296
H -3.257 1.013 -1.576 0.242
H -1.487 2.904 1.451 0.282
H 3.066 3.687 1.189 0.246
H -1.521 -3.074 -1.949 0.251
H -0.809 1.318 1.219 0.249
H 0.618 -2.912 -0.661 0.274
H 1.951 3.431 0.631 0.241
H 1.336 -2.608 0.914 0.275
H -2.277 -2.415 -0.499 0.304
H 1.998 2.965 -0.890 0.236
H 0.328 0.899 -0.935 0.293
H -1.662 0.458 -1.048 0.233
H -2.909 -1.169 0.954 0.269
H 1.157 -0.643 -0.698 0.209
```

Properties
Relative energy (zero: lowest compared OMol25 entry of this formula, charge and spin): 747.8 kcal/mol
HOMO level: -7.8 eV
E_LUMO: -0.021 Eh
Total charge: 0
Kohn-Sham gap: 7.20 eV

---

Entry 3:
Entry from the Open Molecules 2025 dataset: the ion C11H16P with charge +1 (ωB97M-V with the def2-TZVPD basis set).

```
28
Properties=species:S:1:pos:R:3:nbo_charge:R:1
P 0.419 1.082 -0.326 1.422
C -2.767 -1.052 2.181 -0.164
C -0.462 2.255 -1.405 -0.966
C -2.383 -1.540 0.937 -0.188
C 1.777 -1.396 -1.048 -0.173
C 1.504 2.139 0.699 -0.934
C -2.220 0.119 2.609 -0.177
C 1.543 -0.243 -1.570 -0.371
C -0.840 0.204 0.597 -0.409
C -1.427 -0.961 0.134 -0.204
C -1.200 0.729 1.844 -0.184
C 2.626 -2.440 -1.722 -0.652
H -0.770 1.544 2.313 0.218
H -1.585 1.992 -1.386 0.280
H 1.123 -1.747 -0.244 0.229
H 3.045 -2.199 -2.710 0.238
H -1.137 -1.200 -0.925 0.238
H -3.446 -1.620 2.827 0.244
H -0.240 3.336 -1.140 0.270
H 1.819 -3.269 -2.020 0.238
H -2.771 0.564 3.327 0.228
H -0.211 1.975 -2.379 0.257
H 1.993 0.277 -2.508 0.258
H 1.216 3.235 0.559 0.274
H 3.351 -2.901 -1.065 0.249
H 1.289 1.761 1.694 0.265
H 2.473 1.909 0.241 0.275
H -2.718 -2.554 0.485 0.241
```

Properties
Relative energy (zero: lowest compared OMol25 entry of this formula, charge and spin): 33.0 kcal/mol
HOMO level: -13.2 eV
E_LUMO: -0.116 Eh
Total charge: +1
Kohn-Sham gap: 10.05 eV

---

Entry 4:
Entry from the Open Molecules 2025 dataset: a structure of composition C24H31FeN3P2 (ωB97M-V with the def2-TZVPD basis set).

```
61
Properties=species:S:1:pos:R:3:mulliken_spin:R:1
Fe 0.602 0.303 1.004 3.622
P -1.988 0.519 0.095 0.041
P 0.536 -2.518 0.283 0.108
N 0.188 0.635 2.675 0.093
N 0.360 -0.231 -2.704 0.224
N -0.645 -1.397 3.497 0.026
C -1.373 1.504 -2.469 0.042
C -3.430 -0.441 0.698 0.009
C 1.031 2.070 -2.287 0.052
C -2.536 2.176 0.638 0.007
C -1.589 2.668 -3.199 0.021
C -0.136 2.720 3.696 -0.028
C 1.596 -0.626 -2.266 0.057
C 0.752 3.307 -2.901 -0.003
C 0.002 1.060 -2.450 0.144
C 2.640 0.358 -2.081 0.019
C 3.180 -2.393 -2.556 0.032
C 3.942 -0.067 -2.430 0.052
C 1.654 -3.586 1.208 0.005
C -2.400 0.673 -1.759 -0.015
C 0.276 2.005 2.608 0.068
C 4.153 -1.408 -2.768 0.103
C -0.741 2.055 4.762 0.028
C -0.940 0.668 4.743 -0.012
C -0.521 3.529 -3.445 0.110
C -0.444 -0.052 3.654 0.035
C 2.218 1.641 -1.623 0.161
C 1.933 -2.011 -2.085 0.053
C -1.125 -3.119 0.631 0.020
C 0.887 -2.903 -1.476 0.005
H -3.404 1.086 -1.858 0.002
H -1.774 -2.935 -0.228 -0.001
H -3.464 -1.439 0.250 0.001
H -2.355 -0.362 -2.126 0.005
H 4.738 0.689 -2.429 -0.002
H 0.027 3.790 3.718 0.000
H -1.413 0.104 5.509 0.000
H 2.689 -3.294 1.004 0.004
H 1.174 -3.955 -1.515 0.001
H -4.367 0.082 0.462 -0.001
H 5.130 -1.677 -3.171 0.007
H 0.053 -1.965 2.963 -0.002
H -1.075 -1.859 4.261 -0.001
H -3.545 2.388 0.263 0.001
H 0.721 2.460 1.695 -0.003
H -3.366 -0.555 1.786 0.000
H 1.477 -3.524 2.291 -0.001
H -2.544 2.224 1.734 0.001
H -1.061 -4.204 0.794 0.003
H -0.662 4.434 -4.028 0.008
H 1.288 -1.114 0.832 0.003
H 1.493 -4.616 0.880 0.002
H -0.068 -2.734 -1.977 0.000
H -1.842 2.931 0.261 -0.002
H 2.895 2.349 -1.138 0.036
H -1.565 -2.656 1.523 -0.001
H 1.566 4.045 -2.931 -0.003
H -2.602 2.936 -3.508 0.005
H -1.059 2.610 5.643 0.001
H 3.417 -3.451 -2.693 0.008
H 1.416 1.072 0.037 -0.152
```

Properties
Spin multiplicity: 6
HOMO level (alpha / beta): -7.7 / -8.9 eV
E_LUMO (alpha / beta): -0.112 / -0.160 Eh
Total charge: +1
Kohn-Sham gap (alpha / beta): 4.60 / 4.59 eV

---

Entry 5:
Entry from the Open Molecules 2025 dataset: a cluster of 9 separate species, C42H93O24P3S6 in total (ωB97M-V with the def2-TZVPD basis set).

```
168
Properties=species:S:1:pos:R:3:mulliken_charge:R:1
S 1.232 0.928 0.095 1.027
S 3.844 -5.810 5.985 1.041
S -6.367 2.086 -1.271 0.966
S -1.369 9.237 4.185 1.034
S -4.147 0.208 7.126 1.024
S 4.485 9.953 -4.544 1.047
P 6.533 7.271 3.457 0.785
P -1.256 -9.569 -0.159 0.729
P -5.045 -4.761 -9.211 0.802
O -3.640 -4.438 -8.359 -0.305
O -1.567 8.219 5.156 -0.621
O 7.026 7.983 4.655 -0.736
O 0.082 -9.773 -1.067 -0.300
O -6.117 0.962 -0.342 -0.613
O -4.245 -0.785 8.224 -0.635
O 1.877 2.034 -0.654 -0.637
O -4.777 -6.330 -9.661 -0.193
O 5.180 6.403 3.779 -0.165
O -5.186 0.309 6.090 -0.634
O -1.187 -10.823 0.862 -0.097
O 3.615 10.534 -3.504 -0.626
O 0.100 1.154 0.975 -0.604
O -1.423 -8.240 0.431 -0.731
O -2.575 -9.948 -1.053 -0.263
O 6.173 8.199 2.220 -0.203
O -5.603 2.172 -2.523 -0.623
O -0.279 10.217 4.400 -0.636
O 3.685 -4.411 6.444 -0.662
O -4.822 -3.968 -10.568 -0.302
O -6.328 -4.439 -8.456 -0.730
O 4.019 9.462 -5.802 -0.622
O 4.441 -6.116 4.697 -0.616
O 7.454 6.155 2.744 -0.311
C -8.603 3.588 -1.961 -0.472
C 5.956 11.029 -4.787 -0.670
C -3.544 -4.057 -11.150 -0.074
C -5.277 -8.421 -10.376 -1.279
C -2.622 -11.190 -1.687 0.063
C -7.549 4.525 -1.280 -0.657
C 2.373 -6.895 6.244 -0.810
C -2.003 -10.742 1.973 -0.323
C -1.776 -12.153 2.574 -1.131
C 8.124 4.258 1.595 -1.264
C 6.024 10.653 2.517 -1.174
C -2.256 1.789 8.091 -0.556
C 5.490 8.565 -3.706 -0.780
C -2.683 10.442 2.245 -0.631
C 6.848 9.296 -3.329 -0.449
C 1.678 -1.536 -1.225 -0.555
C -3.681 -4.191 -7.019 -0.263
C -1.095 8.480 2.492 -0.609
C -1.547 1.135 6.954 -0.706
C 2.425 -1.604 0.160 -0.583
C -8.171 2.108 -1.797 -0.758
C 4.763 -6.588 7.334 -0.648
C -3.720 1.852 7.790 -0.712
C 4.252 5.879 5.915 -1.194
C 1.271 -9.242 -0.833 -0.292
C -3.096 -5.326 -6.139 -1.140
C 5.295 9.339 2.262 -0.192
C 5.075 5.405 4.734 -0.336
C 2.504 -0.180 0.795 -0.694
C 7.204 10.148 -4.522 -0.661
C -3.617 -3.893 -12.645 -1.261
C -2.466 -0.044 6.485 -0.535
C 3.839 -7.722 7.908 -0.611
C 2.191 -10.189 -0.114 -1.040
C -2.879 10.059 3.743 -0.660
C 7.015 5.231 1.756 0.090
C 0.612 -0.443 -1.125 -0.738
C 2.876 -8.200 6.870 -0.439
C -6.476 3.777 -0.449 -0.684
C -2.026 9.234 1.542 -0.615
C -3.840 -11.295 -2.642 -1.242
C -5.769 -7.014 -10.393 -0.123
H -1.496 7.469 2.572 0.280
H 1.306 -2.509 -1.547 0.342
H -2.973 -3.370 -6.903 0.278
H 2.593 -0.072 1.876 0.448
H -2.204 -5.814 -6.533 0.303
H -1.508 9.667 0.687 0.260
H -5.504 4.206 -0.204 0.452
H 4.877 -5.799 8.077 0.326
H 8.011 3.397 0.936 0.410
H -4.336 -8.510 -10.919 0.299
H -6.726 -6.907 -9.882 0.323
H -2.877 -4.935 -5.145 0.380
H -6.946 3.626 0.522 0.309
H -4.617 -3.837 -6.586 0.375
H -6.027 -8.982 -10.934 0.417
H -2.202 -1.082 6.690 0.387
H 6.009 4.941 5.051 0.372
H 4.454 5.163 6.712 0.375
H 3.336 -8.825 6.105 0.310
H 6.168 10.802 3.587 0.300
H 8.067 10.793 -4.354 0.316
H -7.911 5.396 -0.733 0.430
H 0.328 0.027 -2.066 0.419
H -8.668 1.813 -0.873 0.310
H -0.313 -0.886 -0.755 0.355
H 3.202 5.923 5.624 0.272
H 6.852 5.798 0.839 0.167
H 6.938 10.841 1.954 0.294
H 3.386 -7.259 8.785 0.318
H -2.830 -12.031 -1.025 0.163
H 7.507 9.585 -5.405 0.325
H -1.719 -9.875 2.570 0.367
H 6.030 11.755 -3.978 0.339
H -1.716 -11.378 -2.263 0.268
H -2.246 -12.185 3.557 0.402
H -2.591 -3.885 -13.014 0.374
H 6.039 4.807 1.991 0.268
H 5.826 -6.757 7.161 0.397
H 2.015 -8.684 7.330 0.288
H 1.723 -6.375 6.947 0.351
H 5.576 7.919 -4.580 0.347
H 3.090 -9.657 0.195 0.356
H -2.007 1.199 8.973 0.295
H -8.500 1.312 -2.465 0.474
H -2.974 -4.974 -10.995 0.328
H 5.873 11.613 -5.704 0.425
H 4.580 6.753 6.477 0.328
H 1.652 -8.900 -1.795 0.298
H -3.647 10.622 1.769 0.337
H 1.727 -6.938 5.367 0.456
H -0.485 0.919 7.067 0.357
H -4.312 -3.080 -12.855 0.330
H 1.031 -8.352 -0.252 0.340
H 8.373 3.815 2.559 0.296
H 4.672 9.417 1.371 0.395
H 4.447 -8.568 8.227 0.298
H -3.096 10.809 4.504 0.416
H -1.404 1.913 6.204 0.298
H -2.763 8.637 1.005 0.349
H 2.558 -10.921 -0.833 0.307
H 4.567 4.590 4.220 0.317
H 9.024 4.620 1.097 0.297
H 4.672 9.197 3.146 0.203
H -4.132 -4.744 -13.090 0.273
H -3.733 9.384 3.692 0.312
H 2.370 -1.189 -1.991 0.273
H 6.701 9.997 -2.508 0.258
H -2.865 -3.310 -10.739 0.343
H -3.682 -12.105 -3.355 0.362
H 3.434 -2.018 0.167 0.350
H -0.033 8.325 2.299 0.447
H 1.737 -10.854 0.622 0.245
H 1.835 -2.257 0.803 0.294
H -3.849 2.524 6.942 0.330
H 3.331 0.356 0.329 0.304
H -8.664 3.775 -3.033 0.288
H -7.058 5.097 -2.067 0.289
H -3.044 -10.558 1.706 0.341
H 5.346 11.484 2.320 0.403
H -5.758 -6.579 -11.392 0.252
H -2.088 11.353 2.183 0.338
H 7.612 8.600 -2.981 0.331
H -3.972 -10.362 -3.190 0.339
H -9.593 3.675 -1.515 0.288
H -5.289 -8.920 -9.407 0.312
H -2.474 -0.004 5.396 0.313
H -0.705 -12.196 2.773 0.281
H 4.905 8.064 -2.934 0.422
H -1.987 2.827 8.285 0.350
H -2.164 -12.912 1.894 0.256
H -4.381 2.125 8.612 0.423
H -3.903 -6.055 -6.075 0.284
H -4.741 -11.462 -2.052 0.301
```

Properties
Relative energy (zero: lowest compared OMol25 entry of this formula, charge and spin): 86.3 kcal/mol
HOMO level: -10.1 eV
E_LUMO: 0.009 Eh
SMILES string: CCOP(=O)(OCC)OCC.CCOP(=O)(OCC)OCC.CCOP(=O)(OCC)OCC.O=S1(=O)CCCC1.O=S1(=O)CCCC1.O=S1(=O)CCCC1.O=S1(=O)CCCC1.O=S1(=O)CCCC1.O=S1(=O)CCCC1
Total charge: 0
Kohn-Sham gap: 10.30 eV

---

Entry 6:
Entry from the Open Molecules 2025 dataset: a structure of composition C29H22ClN3O7PSm (ωB97M-V with the def2-TZVPD basis set).

```
64
Properties=species:S:1:pos:R:3:mulliken_spin:R:1
Sm 0.093 0.563 0.326 5.071
Cl 2.497 1.352 0.064 -0.016
P 0.015 0.308 -2.486 0.008
O 0.782 1.680 7.262 0.000
O -1.153 0.674 7.571 0.000
O 0.482 3.497 1.337 0.000
O -1.474 1.688 1.477 -0.008
O -3.729 0.785 1.864 0.000
O 2.016 3.353 2.930 0.001
O -4.191 0.053 3.897 0.000
N -0.311 1.247 6.861 0.000
N -3.430 0.619 3.075 0.000
N 0.913 3.069 2.456 -0.001
C 1.086 3.422 -4.875 0.000
C 2.568 -0.781 -2.670 0.004
C -2.068 -1.485 -2.976 -0.001
C 1.275 -0.736 -3.231 -0.006
C 0.961 -1.489 -4.367 -0.001
C 0.334 2.068 4.636 0.000
C -0.013 2.268 3.313 0.003
C -2.140 1.097 3.641 0.000
C 3.254 -2.236 -4.461 -0.001
C -1.857 0.938 4.978 -0.001
C 1.101 -1.692 1.096 -0.008
C 3.571 -1.518 -3.295 0.001
C -3.762 0.496 -4.033 0.001
C 0.255 4.416 -2.795 0.001
C 0.334 2.009 -3.056 -0.004
C 0.765 4.546 -4.096 0.000
C -0.614 1.414 5.454 0.000
C -4.182 -0.839 -3.947 -0.001
C -3.350 -1.830 -3.402 0.001
C -2.486 0.837 -3.586 0.000
C -1.614 -0.158 -3.117 -0.003
C -1.158 -1.417 1.503 -0.006
C 0.381 -2.177 -0.024 -0.015
C -1.225 1.719 2.758 -0.003
C 0.885 2.153 -4.331 -0.001
C 0.161 -1.242 2.066 -0.021
C -0.994 -2.014 0.220 0.002
C 1.959 -2.234 -5.001 0.000
C 0.046 3.143 -2.258 0.007
H -1.411 -2.235 -2.537 0.001
H -3.688 -2.870 -3.322 0.000
H 4.593 -1.527 -2.887 0.000
H 1.135 1.264 -4.904 0.000
H -2.109 -1.202 1.948 0.001
H -2.597 0.454 5.627 0.000
H 0.915 5.540 -4.514 0.000
H 1.479 3.517 -5.890 0.000
H 0.819 -2.677 -0.895 0.001
H 2.771 -0.209 -1.765 -0.003
H 0.016 5.306 -2.192 0.000
H -5.171 -1.113 -4.309 0.000
H 1.714 -2.786 -5.914 0.000
H 2.177 -1.700 1.219 0.001
H -4.408 1.267 -4.463 0.000
H -2.143 1.869 -3.626 0.000
H 0.397 -0.839 3.047 0.000
H 4.036 -2.807 -4.961 0.000
H 1.283 2.464 5.034 0.000
H -1.825 -2.344 -0.395 0.002
H -0.328 3.043 -1.233 -0.004
H -0.051 -1.463 -4.759 0.000
```

Properties
Relative energy (zero: lowest compared OMol25 entry of this formula, charge and spin): 1.7 kcal/mol
Spin multiplicity: 6
HOMO level (alpha / beta): -9.1 / -9.1 eV
E_LUMO (alpha / beta): -0.053 / -0.052 Eh
Total charge: 0
Kohn-Sham gap (alpha / beta): 7.63 / 7.63 eV

---

Entry 7:
Entry from the Open Molecules 2025 dataset: the molecule C6H7N3O2 (ωB97M-V with the def2-TZVPD basis set).

```
18
Properties=species:S:1:pos:R:3:nbo_charge:R:1
O 3.058 0.801 1.137 -0.341
O 3.207 2.332 -0.445 -0.385
N 4.278 -1.979 0.013 -0.336
N 2.887 1.292 0.081 0.543
N 2.076 -0.980 -0.328 -0.473
C -0.046 -0.350 0.341 -0.030
C 2.032 0.425 -0.812 0.052
C 0.914 -1.266 0.383 0.008
C -1.409 -0.387 0.845 -0.630
C 3.248 -1.524 -0.146 0.416
C 0.576 0.866 -0.438 -0.450
H -1.466 -0.593 1.831 0.230
H -1.803 0.543 0.739 0.216
H 0.359 1.784 0.147 0.247
H 1.008 -2.264 0.857 0.226
H 2.557 0.649 -1.737 0.246
H -2.010 -1.044 0.184 0.228
H 0.055 1.167 -1.376 0.233
```

Properties
Relative energy (zero: lowest compared OMol25 entry of this formula, charge and spin): 111.2 kcal/mol
HOMO level: -8.9 eV
E_LUMO: 0.013 Eh
SMILES string: CC1=CN(C#N)[C@H]([N+](=O)[O-])C1
Total charge: 0
Kohn-Sham gap: 9.24 eV

---

Entry 8:
Entry from the Open Molecules 2025 dataset: a structure of composition C2H5N3O (ωB97M-V with the def2-TZVPD basis set).

```
11
Properties=species:S:1:pos:R:3:nbo_charge:R:1
O 1.599 0.814 0.470 -0.750
N -2.542 -0.298 0.620 -0.406
N -0.561 0.768 -0.255 -0.677
N 0.514 -1.276 0.057 -0.831
C 0.690 0.044 -0.337 0.392
C -1.657 0.307 0.221 0.394
H 0.498 -1.818 -0.833 0.381
H 1.421 0.936 1.465 0.485
H -0.846 1.904 -0.777 0.434
H 1.175 0.091 -1.285 0.183
H -0.291 -1.472 0.654 0.395
```

Properties
Relative energy (zero: lowest compared OMol25 entry of this formula, charge and spin): 69.9 kcal/mol
HOMO level: -9.7 eV
E_LUMO: 0.008 Eh
Total charge: 0
Kohn-Sham gap: 9.88 eV

---

Which value of total charge does entry 8 give?
0